Entry from OMol25: C3H6N2S in the gas phase in a non-equilibrium geometry (wB97M-V/def2-TZVPD).

Geometry as XYZ:
```
12
Properties=species:S:1:pos:R:3:forces:R:3
C 3.267303 0.348693 -0.079164 1.934 1.480 2.918
N 2.144812 -0.574492 -0.054595 2.044 0.639 -0.735
N 1.083322 0.176686 -0.025259 -3.571 -0.994 0.389
C -0.115726 -0.287912 0.110756 -1.632 -1.514 1.887
C -1.358843 0.582490 0.218917 0.744 2.612 -3.191
S -2.786566 -0.105752 -0.087695 -0.405 -0.249 0.692
H 3.284035 1.238108 -0.872085 -0.256 -2.453 1.530
H 3.386002 0.885999 1.062288 -0.701 -1.033 -3.088
H 4.171480 -0.265474 -0.007902 0.162 0.302 -0.904
H 2.297217 -1.623529 -0.040263 -0.952 1.862 0.053
H -0.478337 -1.472521 0.379208 1.488 3.102 -1.051
H -1.428673 1.854481 -0.062210 1.143 -3.753 1.499
```
Forces are in eV/Å.

Relative energy (zero: lowest compared OMol25 entry of this formula, charge and spin) (eV): 4.791
Total energy (a.u.): -625.44592
Orbital gap (eV): 7.870
HOMO level (eV): -8.42